[1]
C32H90ClF6NO23S2Y | ωB97M-V/def2-TZVPD

XYZ file:
```
156
Properties=species:S:1:pos:R:3:forces:R:3:lowdin_spin:R:1
Y 2.8420 -2.3693 -1.7853 2.1 0.6 1.6 0.0000
Cl 5.8368 -0.9480 -1.1181 1.2 0.4 -0.6 0.0000
O 5.4704 -1.7299 -2.2769 -0.6 -1.6 -2.5 0.0000
O 6.2198 0.3794 -1.5017 0.5 -1.5 0.6 0.0000
O 4.5806 -0.8896 -0.4594 -4.4 0.3 2.4 0.0000
O 6.7015 -1.7234 -0.3051 0.9 0.9 -0.2 0.0000
C 2.3067 1.9826 -0.9796 1.2 0.6 0.5 0.0000
F 1.5108 1.9319 0.0345 -1.6 0.2 0.4 0.0000
F 2.3873 3.2336 -1.4617 -0.6 -0.6 -0.5 0.0007
F 3.4799 1.7279 -0.4580 1.2 -0.9 -0.9 0.0000
S 1.8504 0.7079 -2.3940 -0.2 -0.3 -1.6 0.0000
O 0.9474 1.2983 -3.3701 1.1 -0.9 2.4 0.0000
O 3.0653 0.1634 -2.9343 1.1 -0.5 0.2 0.0000
N 1.3487 -0.7783 -1.5474 0.9 3.7 -0.9 0.0000
S -0.1684 -0.4523 -1.2816 -6.4 -1.5 2.3 0.0000
O -0.5123 0.9091 -0.9119 1.2 -1.3 -0.6 0.0000
O -0.9811 -1.1064 -2.2845 0.9 0.4 0.5 0.0000
C -0.4647 -1.5007 0.3740 -1.8 1.4 -1.8 0.0000
F -0.4561 -2.7828 0.0103 -0.2 0.4 0.5 0.0000
F 0.5220 -1.2217 1.1760 0.5 -0.2 0.9 0.0000
F -1.6716 -1.1597 0.9598 2.2 -0.8 -1.1 0.0000
C -0.4915 4.7700 1.6720 0.1 -0.5 -0.7 0.0002
C -0.2260 5.9113 2.6118 -0.6 -0.3 0.1 0.0002
O 0.4621 6.9832 1.9167 0.4 -0.2 0.0 -0.0022
H -1.1038 5.1091 0.8365 -0.1 0.1 0.0 0.0000
H -1.0301 3.9183 2.0876 0.0 0.2 0.4 0.0001
H 0.4189 4.3716 1.2242 0.3 -0.1 0.1 0.0001
H 0.3342 5.6466 3.5086 0.2 0.1 -0.3 0.0000
H -1.2044 6.2613 2.9409 0.1 0.4 0.2 0.0001
H -0.2159 7.4369 1.4107 -0.1 0.3 -0.1 -0.0001
C -2.7664 -5.5804 -1.9616 -1.6 1.4 0.3 0.0000
C -2.8951 -4.1082 -2.5146 0.8 -2.3 1.3 0.0000
O -1.5900 -3.8526 -2.9435 1.8 0.7 -1.3 0.0000
H -3.7192 -5.7559 -1.4621 -0.3 -0.6 -0.4 0.0000
H -2.0815 -5.7363 -1.1281 0.5 0.5 -0.3 0.0000
H -2.5736 -6.2757 -2.7786 -0.2 0.0 0.2 0.0000
H -3.1144 -3.3649 -1.7481 -0.6 -0.2 0.2 0.0000
H -3.6071 -4.0965 -3.3399 0.0 0.2 0.1 0.0000
H -1.5850 -3.0379 -3.4513 0.0 0.4 -0.1 0.0000
C 1.7979 4.1078 -5.7841 -0.9 0.2 -0.1 0.0000
C 2.5597 3.8541 -7.0635 0.8 -0.9 1.5 0.0000
O 3.4527 4.9222 -7.2703 -0.1 0.5 -0.9 0.0000
H 2.4037 4.5291 -4.9819 0.4 0.0 -0.1 0.0000
H 1.3395 3.2059 -5.3784 -0.2 -0.1 -0.1 0.0000
H 1.0287 4.8416 -6.0248 -0.1 0.0 0.3 0.0000
H 1.8735 3.6531 -7.8862 0.3 0.5 -0.2 0.0000
H 3.1537 2.9541 -6.9048 0.0 -0.4 -0.3 0.0000
H 4.1855 4.8012 -6.6620 0.1 0.0 -0.1 0.0000
C -5.4282 -0.1217 3.3753 -0.4 -0.7 0.6 0.0000
C -3.9483 0.1778 3.4430 -1.0 -0.2 -0.1 0.0000
O -3.7255 1.4680 3.9604 0.0 0.2 -0.4 0.0000
H -5.8571 -0.2332 4.3712 -0.1 0.5 0.1 0.0000
H -5.5857 -1.1169 2.9595 0.1 -0.1 -0.4 0.0000
H -6.0124 0.5855 2.7866 0.2 0.1 0.1 0.0000
H -3.6002 0.0457 2.4185 0.7 0.2 -0.1 0.0000
H -3.4662 -0.5372 4.1096 0.1 -0.4 -0.1 0.0000
H -2.8164 1.4463 4.2679 0.2 0.3 0.4 0.0000
C 4.3379 4.1919 1.8821 0.4 0.2 0.5 0.0046
C 3.6319 3.1671 2.7843 0.0 0.3 -0.4 0.0007
O 4.5080 2.4686 3.6523 -0.1 0.2 -0.4 0.0027
H 5.2348 3.7680 1.4307 -0.2 -0.2 -0.2 0.0003
H 4.6949 5.0769 2.4089 0.0 0.0 0.4 0.0000
H 3.6864 4.5868 1.1025 -0.3 -0.3 -0.2 0.0018
H 3.1245 2.4600 2.1281 0.1 -0.3 0.2 0.0000
H 2.8722 3.6327 3.4121 -0.3 0.3 -0.2 0.0000
H 4.7057 3.1087 4.3400 0.4 -0.2 0.3 0.0000
C -0.1708 1.3202 2.9986 1.3 0.6 0.5 0.0000
C -0.1248 1.8623 4.4231 -1.1 1.2 -1.3 0.0000
O -1.1617 1.2536 5.1504 0.3 -1.0 0.9 0.0000
H 0.1909 0.2925 3.0329 -0.5 -0.1 -0.4 0.0000
H 0.5681 1.8963 2.4416 0.3 -0.1 -0.1 0.0000
H -1.1003 1.5165 2.4642 -0.3 -0.6 0.4 0.0000
H -0.4413 2.9051 4.4018 0.5 0.6 -0.3 0.0000
H 0.8695 1.8405 4.8693 0.0 -0.6 0.1 0.0000
H -1.0570 1.5558 6.0556 -0.4 -0.1 0.3 0.0000
C -3.1852 -4.5312 1.5132 0.4 -0.3 -0.4 0.0000
C -3.9905 -5.8254 1.6153 0.2 0.3 0.5 0.0000
O -4.9429 -5.7233 2.6677 -0.3 0.0 -0.3 0.0000
H -2.2834 -4.6217 0.9077 0.0 -0.3 -0.4 0.0000
H -2.7721 -4.2159 2.4714 -0.5 0.2 0.2 0.0000
H -3.8148 -3.7850 1.0284 0.1 0.3 0.4 0.0000
H -3.3645 -6.7038 1.7727 0.2 -0.1 -0.1 0.0000
H -4.5442 -5.9729 0.6881 -0.1 -0.1 0.1 0.0000
H -4.5634 -5.9902 3.5082 0.2 0.0 -0.1 0.0000
C 1.6998 -6.2292 3.1545 0.4 -0.9 0.6 0.0000
C 0.7490 -5.8258 2.0555 0.1 0.8 1.2 0.0000
O 0.8696 -4.4135 1.8464 0.9 -0.3 -1.9 0.0000
H 1.4885 -5.7297 4.1000 -0.2 0.1 -0.1 0.0000
H 2.7625 -6.0823 2.9615 -0.1 0.3 -0.4 0.0000
H 1.6386 -7.2956 3.3720 -0.3 -0.1 0.0 0.0000
H -0.2807 -5.9635 2.3856 -0.1 -0.6 -0.2 0.0000
H 0.9627 -6.3641 1.1321 -0.2 0.2 0.0 0.0000
H 0.6073 -3.9001 2.6140 -0.5 0.2 0.8 0.0000
C 0.9576 -6.2521 -2.8557 -0.6 0.3 0.4 0.0000
C 1.1162 -5.3127 -1.6216 0.6 -2.5 -1.3 0.0000
O 1.1448 -3.9698 -2.0890 1.2 1.1 0.4 0.0000
H 1.2288 -7.2702 -2.5763 0.0 0.0 -0.1 0.0000
H 1.5040 -5.9357 -3.7442 0.6 0.1 0.3 0.0000
H -0.0731 -6.2458 -3.2101 -0.2 -0.1 0.3 0.0000
H 2.0692 -5.5625 -1.1553 0.0 0.4 0.2 0.0000
H 0.3066 -5.5211 -0.9221 0.0 0.6 0.1 0.0000
H 0.3124 -3.9052 -2.5629 -1.4 0.7 -0.5 0.0000
C -2.2132 1.8706 -4.9112 0.6 -0.9 0.1 0.0000
C -2.0849 0.3626 -5.1131 -0.7 0.2 -0.2 0.0000
O -3.2042 -0.2675 -4.4940 0.2 -0.5 -0.4 0.0000
H -3.0674 2.2176 -5.4925 0.2 0.2 0.1 0.0000
H -1.2746 2.3395 -5.2065 -0.1 0.4 -0.1 0.0000
H -2.3813 2.0268 -3.8456 0.0 0.3 0.0 0.0000
H -1.1617 -0.0776 -4.7363 0.2 0.3 0.2 0.0000
H -2.1295 0.1419 -6.1795 -0.1 -0.2 0.0 0.0000
H -3.1643 -0.0264 -3.5656 -0.1 0.1 0.4 0.0000
C 3.5476 -2.2756 2.5010 0.7 0.0 -0.8 0.0000
C 3.7946 -3.3293 1.4058 0.3 0.8 2.2 0.0000
O 2.7227 -3.2784 0.4432 2.0 0.7 -2.3 0.0000
H 4.3923 -2.3884 3.1807 -0.3 0.1 0.4 0.0000
H 2.5868 -2.4609 2.9814 0.1 -0.1 0.2 0.0000
H 3.5668 -1.2424 2.1545 0.0 -0.1 -0.3 0.0000
H 3.7404 -4.2424 1.9987 -0.3 -0.5 -0.6 0.0000
H 4.8125 -3.3268 1.0159 -0.3 0.5 -0.7 0.0000
H 2.0584 -3.7763 0.9254 -2.2 -0.8 0.5 0.0000
C -0.2717 4.4920 -2.5027 0.2 0.4 -0.8 0.0006
C -0.1654 5.5698 -3.6064 0.0 -0.5 -0.1 0.0000
O -0.9651 6.6694 -3.2589 -0.2 0.9 0.7 0.0018
H -1.2931 4.1152 -2.4506 0.1 0.0 0.0 0.0001
H -0.0271 4.9295 -1.5347 -0.1 0.2 0.1 0.0003
H 0.4188 3.6627 -2.6559 -0.3 0.0 -0.3 0.0000
H -0.4965 5.2540 -4.5957 -0.1 -0.7 0.2 0.0000
H 0.8407 5.9476 -3.7882 0.5 -0.4 0.3 0.0000
H -0.4397 7.4494 -3.4514 -0.4 0.2 -0.1 -0.0001
C -5.2269 -1.1473 -0.2707 -0.1 -1.2 -1.6 0.0000
C -4.6779 -0.7697 -1.6842 0.1 -0.3 1.6 0.0000
O -3.6841 0.2519 -1.4948 -0.3 -0.1 -0.7 0.0000
H -4.4251 -1.4914 0.3826 0.2 0.8 0.2 0.0000
H -5.7829 -2.0771 -0.3906 -0.6 0.0 -0.1 0.0000
H -5.9104 -0.4094 0.1495 0.4 0.1 0.1 0.0000
H -5.4525 -0.4856 -2.3966 -0.2 0.3 0.2 0.0000
H -4.1857 -1.6185 -2.1590 0.2 0.1 0.2 0.0000
H -4.1795 0.9836 -1.1196 0.2 0.4 0.1 0.0000
C 3.5932 6.6471 -1.5961 -1.2 0.5 -0.3 0.0169
C 2.3866 6.7082 -0.6677 2.9 -0.7 0.0 0.1401
O 2.8019 7.1628 0.5861 1.0 0.0 -1.5 0.6956
H 4.2621 5.8163 -1.3717 0.0 0.2 0.2 0.0063
H 4.0730 7.6252 -1.5619 0.4 -0.2 -0.1 0.0021
H 3.1693 6.5031 -2.5900 0.3 0.0 -0.2 -0.0011
H 1.8583 5.7579 -0.5900 -0.7 0.0 0.3 0.0360
H 1.6989 7.4972 -0.9718 -0.9 0.5 -0.3 0.0846
H 2.0550 7.0085 1.1692 -2.2 -0.2 2.1 0.0076
C -1.7894 -3.0243 5.4788 -0.3 1.0 0.8 0.0000
C -0.7872 -2.2257 4.6628 -1.7 -0.3 0.1 0.0000
O 0.0273 -3.1760 4.0604 2.0 -0.9 -0.8 0.0000
H -2.2549 -3.8456 4.9340 0.2 0.1 -0.2 0.0000
H -2.5797 -2.3615 5.8313 -0.1 -0.1 0.1 0.0000
H -1.2918 -3.4166 6.3657 0.0 -0.2 0.1 0.0000
H -0.1939 -1.5448 5.2732 -0.2 0.3 -0.1 0.0000
H -1.3041 -1.7358 3.8376 0.1 0.5 0.2 0.0000
H 0.5042 -3.5998 4.7778 0.2 -0.3 0.0 0.0000
```
Forces are in eV/Å.

Values from the calculation:
* 2S+1: 2
* total charge: +2
* HOMO-LUMO gap (alpha / beta): 7.36 / 2.60 eV


[2]
C32H90F3O16 | ωB97M-V/def2-TZVPD

XYZ file:
```
141
Properties=species:S:1:pos:R:3:forces:R:3:lowdin_charge:R:1
C 0.8952 -1.1711 1.2272 -0.8 -0.9 -0.5 -0.4376
O -0.4835 -0.8866 1.5026 0.0 1.2 -0.3 -0.1081
O 1.0556 -2.3392 0.6074 0.6 0.5 -0.6 -0.1578
C 1.5362 0.0695 0.5024 0.2 -0.5 0.6 -0.5192
F 2.8736 -0.0798 0.5987 0.3 0.2 -0.1 0.1032
F 1.2583 0.2249 -0.8015 -0.2 -0.3 -0.2 0.1291
F 1.2505 1.2588 1.0816 -0.2 -0.2 0.1 0.1193
C -1.3934 -0.8947 0.3977 -0.1 -1.1 0.8 -0.2324
C -2.6922 -0.3939 0.9644 -1.6 0.1 -1.5 -0.0721
H -2.6188 0.5754 1.4574 0.2 -0.1 0.3 0.0668
H -3.3459 -0.2288 0.0923 0.1 0.3 -0.1 0.0436
H -3.3426 -1.0997 1.4855 0.8 -0.2 0.7 0.0799
H -1.4757 -1.9233 0.0404 -0.2 -0.1 0.0 0.1132
H -1.1361 -0.3286 -0.5027 0.6 0.4 0.4 0.1122
H 1.3034 -1.1822 2.2433 0.4 0.5 0.2 0.1217
C -5.8776 0.6910 4.0490 0.9 -0.8 0.1 -0.0851
C -6.1645 1.1727 2.6493 -0.9 0.2 0.3 -0.3201
O -6.0245 2.5862 2.6268 0.2 0.1 -0.1 -0.0855
H -4.7927 0.5888 4.1478 0.0 0.1 0.2 0.0615
H -6.2703 -0.3203 4.1843 -0.1 0.1 0.0 0.0747
H -6.2333 1.3089 4.8700 -0.2 0.3 -0.3 0.0779
H -7.1998 0.9203 2.3849 0.1 -0.1 -0.1 0.1087
H -5.4819 0.6547 1.9662 0.0 0.2 -0.2 0.0981
H -6.4136 2.9481 1.8258 0.2 -0.1 -0.1 0.0660
C -1.2334 0.3963 -3.8369 0.0 0.7 -0.2 -0.0749
C -1.1298 1.9158 -3.8548 -0.8 -0.7 0.9 -0.3235
O -2.2598 2.4667 -4.5271 0.1 0.1 -0.3 -0.0824
H -1.1585 0.0348 -4.8633 0.5 -0.4 0.2 0.0792
H -2.1889 0.0163 -3.4716 -0.1 0.3 0.2 0.0686
H -0.4616 0.1068 -3.1219 0.1 -0.8 -0.5 0.0596
H -0.1667 2.2168 -4.2697 -0.1 0.2 -0.2 0.1009
H -1.1644 2.1998 -2.7960 0.2 0.5 -0.1 0.0920
H -2.0055 3.2522 -5.0168 0.1 0.0 0.1 0.0740
C 1.1523 -4.4731 -3.0852 -0.6 0.2 -0.7 -0.0739
C 0.9774 -2.9487 -3.0108 1.0 -0.8 1.3 -0.2943
O -0.0398 -2.6137 -2.0752 -0.4 0.3 -0.6 -0.1204
H 2.1452 -4.7451 -3.4436 0.0 0.0 0.0 0.0706
H 0.4080 -4.8610 -3.7897 0.1 -0.2 0.0 0.0572
H 0.9531 -4.9667 -2.1365 0.2 0.3 0.2 0.0812
H 0.8092 -2.5261 -4.0018 -0.3 0.2 0.1 0.1027
H 1.8912 -2.5342 -2.5727 0.2 0.1 -0.5 0.0946
H 0.4030 -2.5304 -1.2088 -0.1 0.1 0.6 0.0533
C 4.0491 2.0082 2.7412 1.2 0.2 -1.6 -0.0899
C 4.7460 3.0000 3.6954 -2.2 -0.8 0.3 -0.2883
O 5.0245 2.2851 4.9046 0.8 0.3 0.1 -0.0985
H 3.8022 2.4160 1.7512 -0.4 0.6 0.4 0.0576
H 3.1676 1.4852 3.1046 0.0 0.3 0.4 0.0691
H 4.7540 1.2490 2.3832 0.1 -0.2 0.7 0.0628
H 4.0260 3.7839 3.9660 0.1 0.2 -0.3 0.1031
H 5.6230 3.5060 3.3018 0.3 -0.5 0.0 0.1066
H 4.1690 2.0930 5.2953 0.0 -0.1 0.0 0.0740
C 1.8252 4.1237 -2.3208 -0.3 -0.3 1.2 -0.0735
C 1.5089 4.2369 -0.8253 0.0 0.2 0.2 -0.3005
O 1.8509 5.5840 -0.4339 -0.4 -0.4 0.1 -0.0944
H 1.1429 4.7866 -2.8501 0.1 0.0 -0.2 0.0712
H 1.7158 3.0926 -2.6580 0.0 0.0 -0.1 0.0493
H 2.8588 4.4457 -2.4357 0.0 0.0 -0.3 0.0739
H 2.0396 3.5204 -0.1888 0.4 0.0 -0.3 0.0904
H 0.4666 4.0554 -0.5402 -0.1 0.0 -0.6 0.1083
H 1.1190 5.8542 0.1280 0.2 0.3 0.1 0.0732
C 2.7518 0.2366 -3.9730 0.2 -0.2 0.7 -0.0712
C 4.0618 -0.2715 -4.5790 -0.3 0.6 0.0 -0.2939
O 4.8745 0.8515 -4.9250 0.2 0.0 -0.2 -0.0999
H 2.3963 1.1444 -4.4645 0.0 -0.1 -0.3 0.0670
H 2.9588 0.5213 -2.9383 -0.1 0.1 0.0 0.0587
H 1.9511 -0.5009 -3.9181 0.1 0.0 -0.2 0.0468
H 3.8971 -0.8889 -5.4695 0.0 -0.1 0.2 0.1089
H 4.6574 -0.8004 -3.8338 -0.2 -0.3 -0.2 0.0934
H 4.4392 1.2986 -5.6578 0.1 0.1 0.1 0.0752
C 5.4191 -3.0417 -1.2953 -0.6 -0.9 -1.1 -0.0856
C 4.2864 -2.8655 -0.3203 -0.2 -0.3 0.5 -0.3173
O 3.1413 -3.6589 -0.6670 0.3 0.7 -0.4 -0.1048
H 5.4234 -4.1147 -1.5203 0.4 0.0 0.0 0.0765
H 6.4166 -2.7334 -0.9924 -0.1 0.1 0.4 0.0639
H 5.1766 -2.5536 -2.2451 0.1 0.1 0.0 0.0544
H 3.9954 -1.8148 -0.2953 0.1 0.0 0.4 0.0866
H 4.5829 -3.2607 0.6539 0.3 0.6 0.3 0.1030
H 2.4019 -3.1880 -0.2152 -0.1 -0.2 -0.1 0.0292
C -0.2330 -0.9772 5.1999 -1.0 -0.9 0.5 -0.0800
C -1.1955 0.1191 4.8227 0.0 -0.1 -2.0 -0.3120
O -0.5940 1.0345 3.9080 0.2 1.2 0.9 -0.1018
H 0.3400 -1.3835 4.3708 0.2 0.5 -0.1 0.0498
H -0.8667 -1.8292 5.4857 0.3 0.0 0.4 0.0777
H 0.3765 -0.6869 6.0540 0.3 -0.1 -0.2 0.0721
H -1.5744 0.6278 5.7097 0.2 0.4 -0.1 0.1075
H -2.0649 -0.2814 4.2870 -0.1 -0.3 0.3 0.0990
H -0.6025 0.7284 2.9945 -0.1 -0.7 0.1 0.0457
C 3.9931 -3.3388 4.8304 -0.2 0.8 1.0 -0.0921
C 3.3495 -2.6083 3.6734 0.3 -1.0 -1.6 -0.3059
O 3.1253 -3.6104 2.6824 0.2 -0.5 -0.4 -0.1026
H 5.0404 -3.5916 4.6650 0.0 0.1 -0.5 0.0702
H 3.4927 -4.2629 5.1131 -0.3 0.1 -0.1 0.0711
H 4.0000 -2.6411 5.6795 0.0 -0.3 0.1 0.0702
H 4.0896 -1.8891 3.2878 -0.3 0.2 0.1 0.1112
H 2.3773 -2.1229 3.7996 0.3 0.2 0.9 0.0837
H 2.5967 -3.3085 1.9232 -0.1 0.3 0.3 0.0483
C 5.4594 1.1380 -1.2800 -0.3 -1.4 0.0 -0.0767
C 6.7807 0.8441 -0.5628 -1.0 0.7 -0.3 -0.2979
O 7.8716 1.5848 -1.0757 0.8 -0.2 0.1 -0.0790
H 4.8456 0.2495 -1.0856 -0.2 0.1 0.1 0.0493
H 5.5858 1.1032 -2.3648 0.1 0.4 0.0 0.0640
H 4.8351 1.9713 -0.9617 0.5 0.4 0.0 0.0710
H 6.9491 -0.2241 -0.6998 0.5 0.1 0.0 0.0969
H 6.6771 1.0360 0.5081 0.0 0.0 0.1 0.1010
H 7.5924 2.3539 -1.5727 -0.4 0.0 0.0 0.0735
C -3.0437 3.4791 3.4754 0.4 -1.4 -0.3 -0.0951
C -3.2832 4.9054 3.0253 -0.7 -0.9 -0.3 -0.3047
O -2.7552 5.0318 1.7223 1.5 1.1 -0.3 -0.0916
H -1.9756 3.2497 3.4358 0.1 0.3 0.1 0.0663
H -3.4740 2.7726 2.7582 -0.2 0.2 -0.1 0.0427
H -3.3754 3.0698 4.4327 -0.3 0.8 0.2 0.0744
H -2.7607 5.5747 3.7082 0.1 0.3 -0.4 0.1069
H -4.3345 5.1992 2.9484 -0.1 -0.2 0.6 0.1052
H -3.2294 4.5948 1.0134 -0.7 -0.2 0.5 0.0329
C -6.1900 -2.6705 -1.0285 1.0 -1.6 -0.7 -0.0851
C -5.8037 -1.3857 -1.6883 -0.6 1.5 0.5 -0.3442
O -5.0686 -1.4603 -2.8950 0.1 -1.0 -0.1 -0.0694
H -6.3907 -2.5587 0.0348 -0.4 0.3 -0.1 0.0742
H -5.3333 -3.3576 -1.0548 0.0 0.1 0.0 0.0773
H -6.9858 -3.2048 -1.5510 -0.2 0.2 0.2 0.0739
H -5.2131 -0.8307 -0.9453 -0.2 0.2 -0.2 0.0869
H -6.7335 -0.8450 -1.9226 0.1 0.2 0.4 0.1098
H -5.0732 -0.5867 -3.2898 0.1 0.1 0.0 0.0732
C -3.5579 2.7349 -0.7806 -1.2 -0.7 -0.8 -0.0604
C -5.0199 3.1051 -1.0405 -0.2 -1.3 0.8 -0.3088
O -5.3044 4.2917 -0.3241 0.2 0.7 -0.1 -0.0791
H -3.4124 2.6252 0.2921 0.4 0.6 0.0 0.0608
H -2.9124 3.3917 -1.3590 0.3 0.2 0.6 0.0820
H -3.4005 1.7217 -1.1612 0.0 0.1 -0.2 0.0649
H -5.6665 2.3277 -0.5986 0.2 -0.2 -0.2 0.1000
H -5.2769 3.1105 -2.1057 0.2 0.5 0.0 0.1121
H -6.2217 4.5548 -0.4343 0.0 0.0 -0.2 0.0853
C -2.7995 -6.2074 -2.8932 -0.3 -0.7 0.4 -0.1021
C -2.7549 -4.6957 -2.9925 1.4 -0.1 0.6 -0.3202
O -2.1977 -4.2234 -1.7730 -0.4 0.1 0.5 -0.1165
H -1.7935 -6.6190 -2.7908 0.1 0.1 -0.3 0.0670
H -3.3419 -6.7339 -3.6833 0.2 0.3 -0.3 0.0631
H -3.2781 -6.5407 -1.9662 -0.2 0.4 0.0 0.0686
H -3.7332 -4.2457 -3.1736 0.0 0.0 -0.1 0.0948
H -2.0141 -4.4085 -3.7476 -0.6 0.0 -0.6 0.1017
H -1.4165 -3.6436 -1.9200 -0.3 -0.2 -0.1 0.0313
```
Forces are in eV/Å.

Values from the calculation:
* ΔE to the lowest compared entry with this formula, charge and spin: 113.5 kJ/mol
* total charge: -1
* HOMO-LUMO gap: 8.00 eV